Entry 1:
C22H30BBeCl2F5MgN2O12S3Si2 | ωB97M-V/def2-TZVPD

Geometry as XYZ:
```
81
Properties=species:S:1:pos:R:3:forces:R:3
C -0.312766 1.068609 0.978983 0.1086 -0.4964 -0.0769
C -0.629752 2.018716 -0.278798 1.6008 0.0699 0.8697
S -2.390213 1.804747 -0.813095 0.2968 0.5749 -0.6029
C -3.483882 3.138600 -0.125177 0.1873 1.0464 -0.1427
Si -4.659635 2.583582 1.276014 0.8254 1.1850 3.4771
F -4.469297 3.747061 2.533272 -0.1922 -2.2666 -2.4534
O -4.289771 1.058961 1.972064 -1.5006 0.8801 -2.4516
Si -4.972995 -0.295002 1.136575 1.1223 0.3344 0.4270
S -6.969817 -0.010925 0.392487 -0.4859 0.1231 -0.5852
H 0.344831 1.593689 1.741666 -1.0039 -0.4579 -0.9666
H 0.265388 0.146241 0.628873 -0.8636 1.3273 0.3695
H -1.265367 0.668875 1.468489 1.2804 0.7699 -0.5519
H 0.052337 1.662500 -1.121379 -1.2881 0.4701 0.7431
H -0.327449 3.109201 -0.094504 -0.7554 -1.3910 -0.2127
H -4.144378 3.508227 -0.986069 0.8634 -0.4530 1.1170
H -2.883199 4.042973 0.231398 -0.6438 -1.2067 -0.5101
H -6.067210 2.726059 0.857488 0.3105 -0.0936 0.0051
H -4.067499 -0.681372 0.036755 -0.1140 0.2307 -0.0735
H -4.991150 -1.420607 2.083569 -0.3501 0.2518 0.0813
H -6.952261 0.493974 -0.907310 0.6913 -0.4713 1.1540
Mg -2.394672 2.830949 -3.229984 0.5453 -0.1686 0.3909
N -3.153857 1.340319 -8.737939 0.2160 0.1021 0.2638
C -2.573982 1.369668 -7.506375 -0.1463 0.6611 -0.2816
C -2.106637 0.098503 -7.230222 0.8094 0.4832 0.1477
C -2.413682 -0.719147 -8.344688 0.1006 -0.2410 -0.5845
C -3.057210 0.071707 -9.259667 0.0762 -0.1490 0.3231
H -3.585746 2.126356 -9.195865 0.0679 -0.0716 0.0481
H -2.542011 2.281787 -6.930179 -0.0755 -0.0714 0.0133
H -1.599801 -0.206879 -6.325541 -0.5800 -0.6090 0.4657
H -2.187952 -1.767724 -8.461589 0.0891 0.1223 0.0771
H -3.456103 -0.154823 -10.235917 -0.0052 -0.0327 0.1110
B -0.613447 7.832419 1.118883 -0.5586 2.5466 1.6735
O -1.092534 7.368398 -0.202041 0.4852 -1.2542 -0.4776
C -0.474579 6.235456 -0.467614 -1.9452 1.5424 -1.7141
O -0.642501 5.586750 -1.481774 -0.1512 -0.6407 -0.1204
C 0.428060 5.892496 0.635123 2.0398 -0.4240 2.6500
O 1.135731 4.912033 0.692666 -0.4443 -0.1496 -0.4107
O 0.359457 6.819323 1.574221 -0.1039 -0.7423 -0.9581
F -1.700937 7.915273 2.031683 0.8519 -0.2344 -0.8719
F 0.018687 9.098341 0.992202 -0.5399 -1.1885 -0.0124
F -0.232702 -2.218855 1.107384 -0.0598 -0.0485 -0.0548
C 0.601908 -2.700620 2.036252 0.3024 -0.0921 0.4585
C 0.564941 -2.183488 3.314397 -0.8375 0.3493 -0.8070
C 1.440600 -2.696604 4.289505 -0.8412 -0.8042 1.1636
C 2.343307 -3.714888 3.951956 0.5284 -0.7734 -0.5658
C 2.370060 -4.216805 2.665531 0.2043 0.1896 0.9897
C 1.488745 -3.711749 1.696034 -0.3887 0.2464 -0.3853
H -0.134013 -1.392276 3.554009 0.0273 -0.1073 0.0592
H 1.416543 -2.304521 5.298827 0.1232 0.1388 -0.1902
H 3.018860 -4.107048 4.701505 -0.1637 0.1044 -0.0305
H 3.070644 -5.000856 2.403187 -0.0997 0.0688 -0.0261
H 1.491698 -4.101891 0.685051 -0.0260 0.0461 0.0237
O -0.162351 -0.917758 -4.926612 -2.1801 4.8391 -0.2300
S 0.917352 -1.773450 -5.511781 4.5306 -3.8405 -0.3466
O 2.222982 -1.206804 -5.149798 -0.8176 0.8676 -0.0617
O 0.751931 -1.760311 -6.980636 -0.9477 1.7144 -0.5458
O 0.786810 -3.135549 -4.987622 -0.7821 1.0650 -0.1086
C 7.996101 -6.952556 5.216984 -0.0190 0.0181 0.0093
C 6.907407 -7.555624 5.838722 0.0521 0.2298 -0.0549
C 5.851257 -6.779147 6.299899 -0.0945 -0.1003 0.0406
C 5.894715 -5.398232 6.128512 0.6299 -0.4566 -0.2679
C 6.983976 -4.786954 5.514155 0.0426 0.1325 -0.0570
C 8.037057 -5.570967 5.058505 -0.1658 -0.1552 0.0906
N 4.773084 -4.578760 6.590156 -0.2355 0.1425 0.2991
O 3.844012 -5.144675 7.139970 0.2473 0.1710 -0.2315
O 4.828659 -3.374883 6.394174 -0.0374 -0.2823 -0.0312
H 8.816471 -7.562508 4.853178 -0.0767 0.0619 0.0447
H 6.881133 -8.632493 5.961053 -0.0377 0.1134 0.0159
H 5.008599 -7.259792 6.782552 0.0092 0.2360 -0.0339
H 7.025361 -3.712164 5.382488 -0.1815 -0.1117 0.1056
H 8.889104 -5.105834 4.575979 -0.1034 -0.0012 0.0581
O -9.937145 2.099963 -0.750402 0.2244 0.0866 -0.0140
H -9.758503 2.928667 -0.290839 -0.0973 -0.0673 -0.0224
H -9.132073 1.584866 -0.625986 -0.1567 0.0019 0.0908
Be 0.067560 0.714652 -6.106456 -0.5479 -4.5573 0.9338
C 1.802257 5.114923 -3.459069 -0.0881 -0.0681 0.3147
Cl 1.994591 5.369661 -5.201169 -0.0914 -0.1475 -0.1915
Cl 2.841785 6.202885 -2.537307 -0.1454 -0.1144 0.0111
H 0.765831 5.300147 -3.186227 0.1819 0.1507 -0.0085
H 2.067591 4.086537 -3.220412 0.1356 0.1512 -0.0833
F -0.538304 -3.739544 5.047671 1.1627 0.6949 -0.7096
```
Forces are in eV/Å.

Okay, here come the Mulliken numbers, in e, for every atom: atom 1 (C): -0.9295, atom 2 (C): 0.3650, atom 3 (S): -0.0765, atom 4 (C): -0.3678, atom 5 (Si): 0.5482, atom 6 (F): -0.3384, atom 7 (O): -0.2095, atom 8 (Si): 0.5010, atom 9 (S): -0.3436, atom 10 (H): 0.3692, atom 11 (H): 0.2350, atom 12 (H): 0.1958, atom 13 (H): 0.3263, atom 14 (H): -0.2854, atom 15 (H): 0.4377, atom 16 (H): 0.1634, atom 17 (H): -0.1334, atom 18 (H): -0.1319, atom 19 (H): -0.1113, atom 20 (H): 0.1705, atom 21 (Mg): 0.5649, atom 22 (N): 0.0382, atom 23 (C): -0.6931, atom 24 (C): 0.4503, atom 25 (C): -0.8223, atom 26 (C): -0.3679, atom 27 (H): 0.2060, atom 28 (H): 0.2077, atom 29 (H): 0.5877, atom 30 (H): 0.4324, atom 31 (H): 0.4005, atom 32 (B): 0.5405, atom 33 (O): -0.4061, atom 34 (C): 0.6601, atom 35 (O): -0.6681, atom 36 (C): 0.6829, atom 37 (O): -0.6521, atom 38 (O): -0.3995, atom 39 (F): -0.3599, atom 40 (F): -0.3497, atom 41 (F): -0.2636, atom 42 (C): 0.0510, atom 43 (C): -0.0816, atom 44 (C): -0.2590, atom 45 (C): 0.0677, atom 46 (C): -0.4308, atom 47 (C): -0.3242, atom 48 (H): 0.4621, atom 49 (H): 0.3934, atom 50 (H): 0.1525, atom 51 (H): 0.4152, atom 52 (H): 0.4736, atom 53 (O): -0.5461, atom 54 (S): 1.2874, atom 55 (O): -0.6473, atom 56 (O): -0.6307, atom 57 (O): -0.6531, atom 58 (C): -0.3907, atom 59 (C): -0.4374, atom 60 (C): -0.3557, atom 61 (C): 0.1489, atom 62 (C): -0.3359, atom 63 (C): -0.4445, atom 64 (N): 0.9676, atom 65 (O): -0.5730, atom 66 (O): -0.5755, atom 67 (H): 0.3702, atom 68 (H): 0.3722, atom 69 (H): 0.4393, atom 70 (H): 0.4342, atom 71 (H): 0.3728, atom 72 (O): -0.6172, atom 73 (H): 0.3166, atom 74 (H): 0.2805, atom 75 (Be): 0.5715, atom 76 (C): 0.1278, atom 77 (Cl): -0.1926, atom 78 (Cl): -0.1545, atom 79 (H): -0.0111, atom 80 (H): 0.2379, atom 81 (F): -0.4553

Entry 2:
C6H4BClO2 | ωB97M-V/def2-TZVPD

Geometry as XYZ:
```
14
Properties=species:S:1:pos:R:3:forces:R:3
C 2.373751 -0.597964 -0.184475 -0.2724 0.9479 0.1036
C 1.439670 -0.864016 0.535615 0.8338 -0.4315 -0.1937
B 0.285504 -1.370850 1.431468 0.3589 -0.2619 0.3608
O -0.944796 -0.821727 1.167020 -0.1412 -3.3932 3.0248
O 0.638515 -2.289019 2.407135 2.2326 2.4057 -2.9808
H 3.105006 -0.081721 -0.787159 -0.1981 -0.6080 0.1743
H -0.793685 -0.118282 0.617277 0.1608 2.8952 -2.4519
H 0.018792 -2.722304 2.894521 -2.9680 -1.6085 2.0433
C -1.936967 0.601543 -2.867081 1.2560 1.0398 2.0690
C -1.341491 1.085069 -1.950444 0.8858 -0.1036 0.9686
C -0.610943 1.553681 -0.859523 -0.5627 2.0496 0.2920
C -0.254380 2.366724 -0.006102 -0.8219 -2.8062 -2.2140
Cl 0.358489 2.962472 1.329479 0.7269 0.9945 1.4316
H -2.337463 0.296395 -3.727730 -1.4905 -1.1198 -2.6275
```
Forces are in eV/Å.

As for the structure (SMILES): C#CB(O)O.C#CC#CCl.

Okay, here come the Mulliken numbers, in e, for every atom: atom 1 (C): -0.1105, atom 2 (C): -0.3739, atom 3 (B): 0.6167, atom 4 (O): -0.5720, atom 5 (O): -0.4808, atom 6 (H): 0.3767, atom 7 (H): 0.2353, atom 8 (H): 0.2841, atom 9 (C): 0.1976, atom 10 (C): -0.3615, atom 11 (C): -0.8244, atom 12 (C): 0.6224, atom 13 (Cl): -0.1372, atom 14 (H): 0.5274

Entry 3:
C8H14 | ωB97M-V/def2-TZVPD

Geometry as XYZ:
```
22
Properties=species:S:1:pos:R:3:forces:R:3
C -2.627482 0.522774 0.283002 0.3913 0.3538 -0.6563
C -1.624496 -0.184655 -0.244905 -0.3656 1.0597 0.3876
C -1.489880 -1.656931 -0.149806 0.7909 -0.4354 1.2672
C -0.487074 0.601425 -0.837427 1.0201 1.0145 0.0586
C -0.509118 1.162566 -2.042342 -1.1093 -0.3635 -0.9858
C 0.715256 0.905173 0.059619 0.1950 -1.8318 0.1521
C 1.663258 -0.352562 0.230497 -1.1729 0.8586 -0.6982
C 2.484128 -0.244980 1.494468 1.3614 0.8686 -0.0498
H -2.608499 1.594277 0.087243 -0.1586 -0.1286 0.3879
H -3.458653 0.122015 0.844521 -0.0600 -0.2451 -0.1273
H -2.412036 -2.198075 0.070016 -0.1170 0.1459 -0.7416
H -0.892938 -1.907362 0.746646 0.0945 0.1702 -0.2586
H -0.887124 -1.996376 -0.985179 -0.4277 -0.5536 -0.2674
H -1.372584 1.043222 -2.700114 0.0096 -0.2341 0.2414
H 0.252808 1.751058 -2.546239 0.3227 -0.0072 0.7404
H 0.381728 1.155888 1.065180 -0.2135 0.3267 -0.0216
H 1.348416 1.691040 -0.351010 -0.3460 0.2491 0.0497
H 2.266274 -0.327073 -0.681074 0.2542 -0.3313 0.2432
H 1.039560 -1.240141 0.160802 0.2410 -0.1865 0.2223
H 3.551988 -0.427096 1.282983 -0.3817 -0.2112 0.2278
H 2.206566 -0.808827 2.373763 -0.3782 -0.5441 -0.1193
H 2.459905 0.794647 1.839365 0.0499 0.0254 -0.0522
```
Forces are in eV/Å.

As for the structure (SMILES): C=C(C)C(=C)CCC.

Okay, here come the Mulliken numbers, in e, for every atom: atom 1 (C): -1.0418, atom 2 (C): 0.8056, atom 3 (C): -1.4843, atom 4 (C): 0.2483, atom 5 (C): -0.9739, atom 6 (C): -0.8738, atom 7 (C): -0.1136, atom 8 (C): -1.2264, atom 9 (H): 0.3002, atom 10 (H): 0.3349, atom 11 (H): 0.4309, atom 12 (H): 0.2955, atom 13 (H): 0.3548, atom 14 (H): 0.2954, atom 15 (H): 0.3121, atom 16 (H): 0.4796, atom 17 (H): 0.3904, atom 18 (H): 0.2554, atom 19 (H): 0.2242, atom 20 (H): 0.3146, atom 21 (H): 0.3416, atom 22 (H): 0.3303

| no. | Kohn-Sham gap (hartree) |
| --- | --- |
| 1 | 0.0531 |
| 2 | 0.3630 |
| 3 | 0.3803 |